[1]
A molecular structure, C37H51BI2N10OS3Ti at a distorted geometry, computed with ωB97M-V with the def2-TZVPD basis set.

XYZ file:
```
106
Properties=species:S:1:pos:R:3:forces:R:3:lowdin_charge:R:1
Ti -1.1711 0.8696 0.3902 1.9 0.0 -1.2 0.571
I -7.4240 2.0596 4.5529 0.2 0.0 -0.2 0.810
C -5.7974 1.9991 3.2106 -0.4 0.0 0.3 -0.736
C -5.9153 2.5862 1.9593 0.0 0.0 0.0 -0.230
C -4.8262 2.5341 1.1199 0.5 0.0 -0.4 -0.608
I -4.8937 3.3404 -0.8190 -0.1 0.0 0.3 0.914
C -3.5958 1.9163 1.4675 -0.7 0.3 0.2 -0.403
O -2.6009 1.9806 0.6293 -2.1 1.3 0.8 -0.295
C -3.5371 1.2820 2.7341 0.2 0.1 -0.4 -0.141
C -2.3636 0.4280 3.1825 -0.2 0.0 0.1 -0.140
N -1.0834 0.6859 2.5175 0.2 -0.4 0.7 -0.126
C -0.3426 1.8507 3.0252 0.1 0.3 -0.1 -0.118
C -0.3043 2.9544 2.0035 0.2 0.1 0.2 -0.268
C -0.4516 4.2732 2.3544 0.1 0.1 -0.1 -0.036
C -0.3232 5.2742 1.3881 0.0 -0.1 0.0 -0.080
C -0.0389 4.8681 0.0823 0.0 0.0 0.2 -0.074
C 0.0438 3.5302 -0.2142 0.4 0.0 0.0 -0.140
N -0.1055 2.5345 0.7105 0.3 1.3 0.3 -0.043
C -4.6339 1.3544 3.5836 0.0 -0.1 0.1 -0.141
H -6.8332 3.0622 1.6454 0.0 0.0 0.0 0.083
H -2.2578 0.5338 4.2687 0.1 0.0 0.0 0.126
H -2.6104 -0.6203 2.9938 0.0 0.0 0.0 0.120
H -0.4891 -0.1455 2.6090 0.1 0.1 0.2 0.039
H -0.7782 2.2230 3.9556 0.0 -0.1 0.0 0.129
H 0.6835 1.5329 3.2355 0.0 -0.1 0.0 0.105
H -0.6761 4.5289 3.3830 0.0 0.0 0.0 0.112
H -0.4495 6.3169 1.6423 0.0 0.0 0.0 0.094
H 0.0948 5.5952 -0.7078 0.0 0.0 0.0 0.101
H 0.2192 3.2081 -1.2313 0.0 0.0 0.0 0.081
H -4.5750 0.8802 4.5570 0.0 0.0 0.0 0.100
C -1.2694 0.6326 -5.4804 0.1 0.1 0.1 -0.033
C -0.2180 1.6896 -5.1234 -0.2 0.1 -0.2 -0.548
C -0.8610 3.0455 -4.8134 0.1 -0.1 0.0 -0.041
C 0.7188 1.8739 -6.3155 0.0 0.0 0.0 -0.060
N 0.5796 1.2051 -3.9633 -0.1 -0.1 0.3 0.011
C 1.9165 0.8493 -4.0392 0.2 0.0 0.0 -0.037
C 2.2705 0.3331 -2.8525 0.1 -0.1 0.0 -0.049
N 1.1667 0.3591 -2.0213 -0.3 0.2 -0.2 0.061
B 1.1690 -0.3203 -0.6360 0.1 -0.1 0.1 -0.685
N 1.6573 -1.7696 -0.8154 0.0 -0.4 0.1 0.023
C 2.9353 -2.2092 -0.5334 0.1 0.1 0.0 -0.103
C 2.9562 -3.5450 -0.6351 0.2 0.0 -0.1 -0.054
N 1.6846 -3.9635 -1.0011 -0.1 0.3 0.2 0.005
C 0.8838 -2.8496 -1.1289 0.5 0.0 -0.1 -0.705
S -0.6901 -2.7423 -1.6972 -0.4 0.0 0.0 0.649
C 1.2721 -5.3880 -1.0947 -0.1 -0.1 -0.1 -0.554
C 2.4740 -6.2668 -0.7576 0.0 0.0 0.0 -0.062
C 0.1636 -5.6725 -0.0739 0.1 0.1 -0.1 -0.045
C 0.8119 -5.7176 -2.5183 0.0 0.1 0.1 -0.047
N 2.1667 0.4166 0.2913 0.3 -0.2 0.2 0.031
C 2.9060 1.5395 -0.0101 -0.1 0.1 -0.1 -0.054
C 3.6475 1.8478 1.0621 0.1 0.1 -0.1 -0.055
N 3.3931 0.9062 2.0527 -0.2 -0.2 -0.3 0.011
C 2.4538 0.0232 1.5674 0.0 0.2 0.0 -0.693
S 1.7037 -1.3072 2.2975 -0.1 0.1 0.5 0.693
C 4.1635 0.9921 3.3252 0.1 0.1 0.3 -0.548
C 5.6534 0.9511 2.9672 0.0 0.0 -0.1 -0.034
C 3.8153 2.3281 3.9908 0.0 0.0 -0.1 -0.027
C 3.9001 -0.1255 4.3281 -0.1 -0.1 -0.2 -0.083
C 0.1227 0.8850 -2.7102 0.3 0.0 -0.2 -0.626
S -1.4422 1.1126 -2.1010 -0.2 0.0 -0.4 0.751
H -1.7735 0.9126 -6.4063 0.0 0.0 0.0 0.089
H -2.0095 0.5451 -4.6896 0.0 0.0 0.0 0.045
H -0.7928 -0.3396 -5.6184 0.0 0.0 0.0 0.095
H -1.3375 3.4280 -5.7171 0.0 0.0 0.0 0.088
H -0.1019 3.7622 -4.4932 0.0 0.0 0.0 0.091
H -1.6131 2.9606 -4.0365 0.0 0.0 0.1 0.041
H 0.1314 2.2482 -7.1521 0.0 0.0 0.0 0.090
H 1.1738 0.9315 -6.6237 0.0 0.0 0.0 0.087
H 1.5003 2.6056 -6.1023 0.0 0.0 0.0 0.089
H 2.5143 0.9982 -4.9180 0.0 0.0 0.0 0.111
H 3.2176 -0.0640 -2.5308 0.0 0.0 0.0 0.127
H 0.0549 -0.3244 -0.1292 1.1 -1.1 -0.6 0.036
H 3.7278 -1.5310 -0.2674 0.0 -0.1 0.0 0.122
H 3.7753 -4.2200 -0.4789 0.0 0.0 0.0 0.107
H 2.8028 -6.1099 0.2711 0.0 0.0 0.0 0.089
H 3.3069 -6.0815 -1.4375 0.0 -0.1 0.0 0.083
H 2.1791 -7.3095 -0.8662 0.0 0.0 0.0 0.090
H 0.4630 -5.3174 0.9142 0.0 0.0 0.0 0.092
H -0.0207 -6.7471 -0.0246 0.0 0.0 0.0 0.084
H -0.7533 -5.1670 -0.3619 -0.1 0.1 0.0 0.040
H 1.6557 -5.7021 -3.2113 0.0 0.0 0.0 0.086
H 0.0662 -5.0012 -2.8506 0.0 0.0 0.0 0.025
H 0.3663 -6.7138 -2.5306 0.1 0.0 0.0 0.087
H 2.8288 2.0445 -0.9557 0.0 0.0 0.0 0.119
H 4.3292 2.6661 1.2029 0.0 0.0 0.0 0.116
H 5.9286 1.7370 2.2640 0.0 0.0 0.0 0.073
H 5.9076 -0.0142 2.5267 0.0 0.0 0.0 0.094
H 6.2470 1.0832 3.8717 0.0 0.0 0.0 0.089
H 4.0204 3.1757 3.3360 0.0 0.0 0.0 0.079
H 4.4058 2.4459 4.8995 0.0 0.0 0.0 0.090
H 2.7587 2.3536 4.2613 0.0 0.0 0.0 0.081
H 4.1012 -1.1043 3.9026 0.0 -0.1 0.0 0.063
H 2.8755 -0.1178 4.6855 -0.1 0.0 0.0 0.061
H 4.5672 0.0305 5.1788 0.0 0.1 -0.1 0.089
C -4.7382 -2.8517 -0.9741 0.1 0.0 -0.1 -0.020
N -4.4689 -2.0272 0.1969 -0.2 -0.1 0.1 -0.170
C -5.3538 -2.1392 1.3493 0.0 0.0 0.1 -0.015
C -3.3985 -1.2875 0.2714 0.2 0.0 0.0 -0.188
N -2.4468 -0.6291 0.3362 -1.7 -1.8 0.0 0.111
H -5.6435 -2.5070 -1.4772 0.0 0.0 0.0 0.093
H -4.8700 -3.8919 -0.6716 0.0 0.0 0.0 0.094
H -3.8951 -2.7910 -1.6581 0.0 0.0 0.0 0.079
H -6.3893 -2.1417 1.0088 0.0 0.0 0.0 0.095
H -5.2084 -1.2869 2.0114 0.0 0.0 0.0 0.086
H -5.1600 -3.0607 1.9049 0.0 0.0 0.0 0.095
```
Forces are in eV/Å.

Expectation value of S²   2.028
LUMO energy (alpha / beta)   0.49 / 0.49 eV
E   -4727.7849 hartree
HOMO energy (alpha / beta)   -4.579 / -6.847 eV
Energy above the lowest of the compared OMol25 structures with the same formula, charge and spin   30.74 kcal per mole
Spin multiplicity   3



[2]
C3H8O in the gas phase, computed with ωB97M-V with the def2-TZVPD basis set.

XYZ file:
```
12
Properties=species:S:1:pos:R:3:forces:R:3:lowdin_charge:R:1
C -1.6633 0.1520 0.1121 -0.1 0.0 0.0 -0.075
C -0.3812 -0.1966 -0.6484 -0.2 -0.1 -0.1 -0.285
O 0.6625 0.6813 -0.2621 0.0 0.1 0.0 -0.211
C 1.7534 0.0861 0.3857 0.3 -0.1 0.1 -0.130
H -2.5533 0.1087 -0.5238 0.2 -0.1 0.1 0.069
H -1.8246 -0.5112 0.9672 0.0 0.1 -0.1 0.068
H -1.5633 1.1741 0.4876 -0.1 -0.1 -0.1 0.076
H -0.5171 -0.0804 -1.7312 0.0 0.0 0.2 0.114
H -0.1020 -1.2460 -0.4731 0.0 0.2 0.0 0.112
H 1.4743 -0.3761 1.3458 0.0 0.1 -0.2 0.089
H 2.2394 -0.6759 -0.2424 -0.1 0.1 0.1 0.086
H 2.4750 0.8841 0.5827 -0.1 -0.2 0.0 0.087
```
Forces are in eV/Å.

LUMO energy   1.17 eV
E   -194.3089 hartree
SMILES   CCOC
HOMO energy   -9.654 eV
Energy above the lowest of the compared OMol25 structures with the same formula, charge and spin   16.99 kcal per mole



[3]
A molecular structure, C7H18ClFeIOPS at a distorted geometry, computed with ωB97M-V with the def2-TZVPD basis set.

XYZ file:
```
31
Properties=species:S:1:pos:R:3:forces:R:3:lowdin_charge:R:1
C 1.8334 4.7197 1.7707 0.3 0.0 0.0 -0.487
I 0.5160 3.1124 1.1860 -0.1 0.0 0.0 0.675
H 2.7491 4.2644 2.1401 -0.1 0.0 -0.1 0.007
H 1.3233 5.2851 2.5469 0.0 -0.2 -0.1 0.011
H 2.0133 5.3241 0.8848 -0.1 -0.2 0.1 0.009
Fe -0.3132 -0.5854 0.1814 3.8 -2.1 0.8 0.127
P 0.5207 -0.4917 -1.9792 1.2 0.2 -3.3 0.736
C -0.3983 0.5132 -3.2049 -0.2 0.0 0.5 -0.230
C 2.2272 0.1660 -2.0827 -0.2 0.0 0.6 -0.224
H 1.2473 -2.7800 -2.1374 0.0 0.0 -0.2 0.034
H 1.1292 -2.0485 -3.7710 -0.1 0.1 0.2 0.077
H -0.3439 -2.5614 -2.8950 0.1 0.0 -0.1 0.060
C 0.6550 -2.1304 -2.7868 -0.3 -0.1 0.6 -0.228
H 2.8578 -0.4225 -1.4114 0.1 0.1 -0.1 0.033
H 2.6116 0.1088 -3.1070 -0.3 -0.1 0.1 0.077
H 0.0897 0.4818 -4.1846 0.0 -0.1 0.2 0.075
H -0.4509 1.5489 -2.8581 0.0 0.0 -0.1 0.058
H 2.2332 1.2060 -1.7457 0.1 -0.1 0.0 0.049
H -1.4188 0.1309 -3.2948 0.1 0.0 -0.1 0.058
C -1.7299 0.4945 -0.1951 -7.3 5.5 -1.6 -0.194
O -2.6405 1.1889 -0.4369 4.4 -3.3 1.0 0.189
Cl 1.5438 -1.9996 0.6751 -1.1 0.6 0.4 0.244
C -1.7884 -0.9908 4.0501 0.5 1.3 1.5 -0.257
S -1.1422 -0.8121 2.3572 -1.3 -1.7 2.0 0.906
C -1.8076 -2.4408 1.8758 0.1 -0.3 -1.3 -0.300
H -1.5312 -0.0694 4.6116 -0.1 -0.5 -0.4 0.076
H -1.2978 -1.8383 4.5738 -0.3 0.3 -0.6 0.095
H -2.8973 -1.0584 4.0448 0.7 -0.2 -0.4 0.096
H -1.3054 -3.2573 2.4359 -0.3 0.7 -0.1 0.098
H -2.9148 -2.4598 1.9535 0.7 0.1 0.3 0.097
H -1.5704 -2.5983 0.8031 -0.1 -0.2 0.4 0.036
```
Forces are in eV/Å.

Expectation value of S²   8.793
LUMO energy (alpha / beta)   -7.99 / -11.94 eV
Net charge   +2
E   -3113.1785 hartree
HOMO energy (alpha / beta)   -15.327 / -15.300 eV
Energy above the lowest of the compared OMol25 structures with the same formula, charge and spin   50.54 kcal per mole
Spin multiplicity   6



[4]
13 unconnected molecules or ions with the total composition H24NO15 at a distorted geometry, computed with ωB97M-V with the def2-TZVPD basis set.

XYZ file:
```
40
Properties=species:S:1:pos:R:3:forces:R:3:lowdin_charge:R:1
N 0.1484 -0.3200 0.4970 2.5 0.0 -3.8 -0.559
O -0.4542 0.7248 0.4612 -2.2 2.5 1.4 -0.011
O -0.1213 -1.1895 -0.3135 -1.7 -2.2 -0.3 0.017
O 1.2704 -0.3701 1.0010 1.4 0.0 2.5 -0.047
O -0.4062 3.1728 -1.4119 1.2 2.3 -1.1 -0.043
H 0.4424 3.5579 -1.1016 -0.7 -0.3 -0.4 0.043
H -0.5091 2.4852 -0.8039 -0.5 -2.1 1.4 -0.058
O 1.8530 2.6101 0.5597 0.4 0.0 -0.4 -0.051
H 1.6070 1.6799 0.4662 0.0 -0.2 0.0 -0.009
H 1.3111 2.8708 1.2960 -0.3 0.3 0.5 0.032
O 1.4575 0.5631 -2.0680 -1.2 0.4 -0.5 -0.023
H 2.2446 1.0611 -1.8730 0.5 -0.3 0.2 0.043
H 1.5206 -0.3584 -1.8175 0.7 -0.3 0.2 0.034
O 1.8825 -1.3326 3.7728 -1.0 -0.2 0.9 -0.041
H 2.7521 -1.0653 3.5703 1.6 1.0 -0.2 0.003
H 1.8647 -2.1526 3.2864 -0.5 -0.8 -0.4 -0.017
O 1.5407 -3.1536 1.6142 -1.1 0.8 0.5 -0.088
H 0.6170 -3.3850 1.8481 0.7 -0.1 -0.1 0.083
H 1.4071 -2.2036 1.3331 0.5 -0.7 -0.1 0.028
O -2.6784 3.2122 0.9240 0.2 0.8 -2.0 0.013
H -1.9074 2.9383 1.3648 1.9 -0.7 0.7 0.023
H -3.3080 3.2283 1.5947 -2.0 0.1 1.7 0.025
O -1.4896 0.4724 -2.6142 -0.3 0.4 -0.8 -0.056
H -0.5989 0.6125 -2.2810 0.5 0.0 0.2 -0.002
H -1.5838 1.1814 -3.2782 0.0 -0.4 0.5 0.078
O 3.5302 -0.9820 -0.4929 -0.7 0.6 -0.6 -0.039
H 4.2427 -1.1726 0.0890 1.0 -0.4 0.6 0.018
H 2.9422 -0.4359 0.0513 -0.2 -0.3 -0.1 0.002
O -3.4923 1.4695 -0.9936 -1.2 -1.2 -1.2 -0.064
H -2.7307 1.0732 -1.4282 0.2 -0.3 -0.2 -0.026
H -3.1380 2.0744 -0.3817 0.6 1.3 1.2 -0.067
O 0.8055 -3.9487 -0.8917 0.2 -1.0 -0.4 -0.076
H 0.2761 -3.1585 -0.9507 -0.3 0.4 0.0 -0.030
H 1.1398 -3.9683 0.0118 0.2 0.3 -0.2 -0.022
O -1.7343 -2.5516 -2.3098 -0.1 0.2 -0.5 -0.078
H -1.9793 -2.2383 -3.2027 0.3 0.0 0.9 0.039
H -1.5064 -1.7512 -1.8068 -0.2 -0.1 -0.3 -0.009
O -2.3766 -0.0510 2.2900 0.4 -0.6 0.3 -0.067
H -1.8206 0.1713 1.5156 -0.8 0.5 0.4 -0.009
H -3.0209 0.6299 2.4739 0.0 0.2 -0.5 0.011
```
Forces are in eV/Å.

LUMO energy   2.58 eV
Net charge   -1
E   -1197.7270 hartree
HOMO energy   -7.191 eV
Energy above the lowest of the compared OMol25 structures with the same formula, charge and spin   21.54 kcal per mole



[5]
2 unconnected molecules or ions with the total composition C6H9NO2 at a distorted geometry, computed with ωB97M-V with the def2-TZVPD basis set.

XYZ file:
```
18
Properties=species:S:1:pos:R:3:forces:R:3:lowdin_charge:R:1
N -0.7726 0.0025 -1.1988 1.0 -1.0 0.8 0.160
C -0.0692 -0.8125 -0.7612 -0.9 0.6 -1.1 -0.145
C 0.7870 -1.9460 -0.3984 0.0 0.0 0.4 -0.191
C 2.1214 -1.6693 0.3772 0.0 0.1 0.2 -0.074
C 2.8908 -2.3940 -0.7258 0.2 -0.2 0.1 -0.155
C 2.6697 -1.6916 -2.0423 0.0 0.2 -0.1 -0.016
C 1.6172 -2.6066 -1.5077 0.0 0.0 -0.2 -0.454
O 1.2151 -3.7511 -2.1619 -0.1 -0.1 0.1 0.057
H 0.1797 -2.6917 0.1310 0.2 0.2 -0.2 0.157
H 2.1360 -2.1873 1.3415 0.0 0.1 -0.2 0.115
H 2.3794 -0.6121 0.5216 -0.1 -0.3 0.0 0.121
H 3.7134 -3.0928 -0.5759 -0.3 0.2 -0.1 0.145
H 3.2251 -2.1144 -2.8803 -0.2 0.1 0.2 0.120
H 2.5186 -0.6090 -2.0831 0.0 -0.3 0.0 0.118
H 0.7961 -3.5236 -2.9991 0.0 0.1 0.0 0.113
O -1.1331 2.0952 0.9481 -0.3 -0.2 -0.5 -0.105
H -0.9795 1.2522 1.4032 -0.2 0.3 -0.5 0.018
H -1.4755 1.8775 0.0485 0.5 -0.1 1.1 0.016
```
Forces are in eV/Å.

LUMO energy   0.62 eV
E   -439.1904 hartree
SMILES   N#C[C@@H]1C[C@@H]2C[C@@]21O.O
HOMO energy   -10.470 eV
Energy above the lowest of the compared OMol25 structures with the same formula, charge and spin   53.95 kcal per mole



[6]
C4H8FN in the gas phase at a distorted geometry, computed with ωB97M-V with the def2-TZVPD basis set.

XYZ file:
```
14
Properties=species:S:1:pos:R:3:forces:R:3:lowdin_charge:R:1
C 1.7487 0.1700 -0.2519 -0.8 0.6 -1.6 -0.060
C 0.4187 -0.1647 0.4123 1.1 -0.2 1.1 -0.379
N -0.3660 -1.0580 -0.3833 -1.5 0.2 -0.8 -0.016
C -1.6624 -0.2736 -0.2474 3.1 0.1 -1.5 -0.066
C -0.7389 0.8171 0.4105 -1.0 0.3 0.1 -0.272
F -0.4088 1.8936 -0.3698 -0.6 0.6 -0.5 -0.004
H 2.2965 -0.7449 -0.4383 0.0 -0.4 0.0 0.069
H 1.6613 0.6953 -1.2635 -0.1 -0.6 1.5 0.105
H 2.3297 0.7281 0.4353 0.8 0.9 0.5 0.054
H 0.6948 -0.4472 1.4659 -0.5 -0.3 -0.7 0.147
H -0.4186 -2.0096 -0.1638 0.1 -1.5 0.5 0.080
H -2.4046 -0.7716 0.3427 -0.5 0.2 0.5 0.095
H -1.9703 -0.0428 -1.2769 -0.5 0.2 0.6 0.109
H -1.1802 1.2082 1.3281 0.5 0.0 0.2 0.138
```
Forces are in eV/Å.

LUMO energy   1.07 eV
E   -311.7754 hartree
SMILES   C[C@@H]1NC[C@@H]1F
HOMO energy   -8.889 eV
Energy above the lowest of the compared OMol25 structures with the same formula, charge and spin   27.62 kcal per mole



Q: Among the records above, which one has the highest energy above the lowest of the compared OMol25 structures with the same formula, charge and spin?
A: C6H9NO2



Q: Among the records above, which one has the lowest E?
A: C37H51BI2N10OS3Ti